Computed, not measured: C22H22N2O9P2 in the gas phase, with ωB97M-V/def2-TZVPD.

Its energy above the lowest of the compared OMol25 structures with the same formula, charge and spin is 0.64 kcal/mol. The orbital gap is 8.890 eV. The SMILES is CCOP(=O)(OCC)c1ccc(OP(=O)(c2cccc([N+](=O)[O-])c2)c2cccc([N+](=O)[O-])c2)cc1. Its total energy is -2320.90908 Eh. The calculation puts the highest occupied orbital energy at -9.91 eV. As for the spin multiplicity: 1.

Each line ends with the natural charge from an NBO analysis.
Element x y z (Å)
C -6.4865 -0.0831 -1.6018  -0.64
C -5.7109 -1.1646 -0.8697  -0.06
H -5.9596 -1.1560 0.1968  0.18
H -5.9378 -2.1549 -1.2773  0.19
O -4.3040 -1.0007 -1.0369  -0.81
P -3.5153 0.0284 -0.1010  2.39
O -4.1088 1.3508 0.1140  -1.10
O -3.3212 -0.7997 1.2746  -0.82
C -3.5319 -0.1606 2.5275  -0.06
C -4.8798 -0.5492 3.1125  -0.63
H -4.9672 -1.6315 3.1710  0.21
H -4.9818 -0.1288 4.1091  0.22
H -5.6785 -0.1621 2.4836  0.21
H -3.4851 0.9242 2.3940  0.20
H -2.7165 -0.4857 3.1806  0.18
C -1.8909 -0.0266 -0.8920  -0.45
C -1.2982 -1.2348 -1.2248  -0.15
C -0.0370 -1.2490 -1.7885  -0.28
C 0.6294 -0.0496 -2.0166  0.37
C 0.0328 1.1623 -1.6945  -0.29
C -1.2306 1.1669 -1.1305  -0.15
H -1.7204 2.0929 -0.8704  0.24
H 0.5605 2.0847 -1.8867  0.23
O 1.8833 -0.0833 -2.5831  -0.79
P 3.2710 0.0018 -1.7609  2.18
O 4.3750 -0.2602 -2.6696  -1.05
C 3.2953 1.6846 -1.0404  -0.43
C 3.3775 1.9545 0.3115  -0.19
C 3.4443 3.2793 0.7250  0.08
C 3.4484 4.3266 -0.1870  -0.18
C 3.3854 4.0420 -1.5405  -0.21
C 3.3105 2.7253 -1.9631  -0.14
H 3.2703 2.4772 -3.0151  0.24
H 3.3969 4.8448 -2.2612  0.23
H 3.5047 5.3415 0.1766  0.25
N 3.5067 3.5664 2.1418  0.52
O 3.3849 2.6320 2.9039  -0.37
O 3.6680 4.7183 2.4737  -0.37
H 3.3985 1.1680 1.0512  0.26
C 3.0629 -1.1865 -0.3907  -0.47
C 3.9186 -2.2750 -0.3760  -0.09
C 3.7623 -3.2395 0.6085  -0.01
C 2.7641 -3.1326 1.5694  -0.16
C 1.9145 -2.0412 1.5437  -0.20
C 2.0617 -1.0677 0.5681  -0.15
H 1.3945 -0.2179 0.5545  0.23
H 1.1363 -1.9452 2.2845  0.23
H 2.6716 -3.9031 2.3198  0.25
N 4.6521 -4.3841 0.6370  0.53
O 4.4486 -5.2235 1.4858  -0.37
O 5.5349 -4.4262 -0.1873  -0.36
H 4.6936 -2.3634 -1.1244  0.27
H 0.4495 -2.1755 -2.0545  0.23
H -1.8304 -2.1528 -1.0349  0.23
H -6.2216 0.8904 -1.1991  0.24
H -6.2404 -0.1010 -2.6604  0.21
H -7.5539 -0.2471 -1.4797  0.21